[1]
9
Properties=species:S:1:pos:R:3 method="wB97M-V/def2-TZVPD" max_force_ha_per_bohr=0.093 spin_multiplicity=1 smiles="[H]/N=N/C(Cl)/N=N/[H]" e_above_lowest_ev=1.510 total_energy_ha=-718.9600 homo_energy_ha="-0.2987 / -0.2987"
Cl -2.595 -0.017 -0.027
N 0.985 -1.113 -0.173
N 0.900 1.142 -0.149
N -0.351 1.095 -0.191
N -0.245 -1.228 -0.116
C -0.955 0.034 0.469
H 1.404 1.805 -0.757
H 1.530 -1.836 -0.675
H -0.673 0.117 1.618



[2]
16
Properties=species:S:1:pos:R:3 method="wB97M-V/def2-TZVPD" max_force_ha_per_bohr=0.101 spin_multiplicity=1 smiles="CCO[S@](C)(=N)=O" e_above_lowest_ev=4.275 total_energy_ha=-723.0112 homo_energy_ha=-0.3686
S -1.460 -0.088 -0.098
O -0.039 -0.881 0.829
O -1.302 -0.478 -1.453
N -2.731 -0.235 0.620
C 0.971 -1.153 0.015
C -0.843 1.511 0.248
C 1.957 0.037 -0.175
H 1.611 -1.870 0.554
H 1.521 0.778 -0.920
H 2.116 0.480 0.724
H 0.029 1.440 0.895
H -3.029 -1.256 0.555
H -1.838 1.811 0.643
H 0.715 -1.623 -0.992
H 2.891 -0.309 -0.690
H -0.570 1.836 -0.755